1.
# C4H13N3

A cluster of 2 separate species, C4H13N3 in total in a non-equilibrium geometry (wB97M-V/def2-TZVPD, OMol25).

```
! RIJCOSX wB97M-V def2-TZVPD def2/J DEFGRID3
* xyz 0 1
C -2.7221 0.6466 -0.1077
C -0.0445 -1.4474 0.8094
C -1.2394 0.5685 -0.6068
C -0.2400 0.0027 0.5283
N 2.4244 0.4307 0.8602
N 1.7600 -0.0318 -1.2840
N 1.5602 0.6991 -0.1918
H -3.0107 1.5563 -0.4419
H -3.3012 -0.0966 -0.5159
H -2.9497 0.5558 0.9363
H -1.0043 -1.8302 1.1071
H 0.3493 -1.8264 -0.1360
H 0.5746 -1.8111 1.5777
H -1.0844 -0.1991 -1.3838
H -0.8800 1.4809 -0.9742
H -0.5678 0.5666 1.3673
H 2.6803 1.2723 1.3586
H 3.3803 0.0329 0.4519
H 2.4150 0.4086 -1.9495
H 1.9001 -0.9785 -1.4052
*
```

Highest occupied orbital energy (eV): -7.3
Molecular weight (u): 103.2
LUMO level (Eh): 0.043
HOMO-LUMO gap (eV): 8.522

---

2.
# C5H8Na2O3

A structure of composition C5H8Na2O3 in a non-equilibrium geometry (wB97M-V/def2-TZVPD, OMol25).

```
! RIJCOSX wB97M-V def2-TZVPD def2/J DEFGRID3
* xyz 2 1
C -0.0967 -0.0591 0.3127
C 0.8685 0.8866 0.0861
H 0.2490 -1.2623 0.0830
H -1.0927 0.0430 -0.1354
H 1.5485 1.1838 0.8994
Na -1.1777 1.4774 2.8334
O -0.8335 -2.2649 3.2294
Na -0.2170 -4.7383 2.0835
O -0.0084 -2.6042 1.2222
C -0.2457 -1.8168 2.1491
O -0.3120 -0.5294 1.9288
C -1.4392 -1.3832 4.2054
C -1.9032 -2.2592 5.3395
H -0.6841 -0.6582 4.5465
H -2.2831 -0.8627 3.7264
H -1.0635 -2.8423 5.7383
H -2.3239 -1.6194 6.1244
H -2.6598 -2.9697 4.9838
*
```

Highest occupied orbital energy (spin up / spin down) (eV): -16.4 / -16.4
Molecular weight (u): 162.1
LUMO level (spin up / spin down) (Eh): -0.298 / -0.298
HOMO-LUMO gap (spin up / spin down) (eV): 8.326 / 8.326

---

3.
# C72H161BrN13O6

A cluster of 11 separate species, C72H161BrN13O6 in total in a non-equilibrium geometry (wB97M-V/def2-TZVPD, OMol25).

```
! RIJCOSX wB97M-V def2-TZVPD def2/J DEFGRID3
* xyz 9 1
C 7.3965 5.5851 -2.4652
O 5.9980 5.3438 -2.5334
C 5.4272 4.1646 -1.9893
C 3.8624 4.3466 -2.0131
N 3.3598 4.8402 -3.4276
H 2.3924 5.1252 -3.3722
H 3.8291 5.7134 -3.6208
C 3.5263 3.9448 -4.6477
C 2.6977 4.6021 -5.8196
O 1.3983 5.1713 -5.3132
C 0.8796 6.0750 -6.2514
H 7.8809 4.7547 -2.9789
H 7.7542 5.5419 -1.4364
H 7.7085 6.4635 -3.0301
H 5.7664 4.1735 -0.9535
H 5.8136 3.2430 -2.4247
H 3.4497 5.1625 -1.4197
H 3.3094 3.4372 -1.7783
H 3.2560 2.9137 -4.4200
H 4.5593 3.9236 -4.9950
H 2.6395 3.8602 -6.6160
H 3.3230 5.4431 -6.1194
H 1.5291 6.8919 -6.5658
H 0.0284 6.6606 -5.9039
H 0.6776 5.4956 -7.1522
C -1.8358 2.5085 -2.8977
O -0.9050 1.5995 -3.5103
C 0.0270 2.3818 -4.3572
C -0.5106 2.9234 -5.7078
N -1.8406 2.3970 -6.1687
H -2.3508 1.9444 -5.4237
H -2.5330 3.0924 -6.4080
C -1.8856 1.4107 -7.3009
C -3.2353 0.6203 -7.2234
O -3.6597 0.4118 -5.9466
C -4.7808 -0.5150 -5.9051
H -1.3913 3.3697 -2.3988
H -2.3271 1.9493 -2.1015
H -2.5730 2.9687 -3.5555
H 0.9851 1.8759 -4.4758
H 0.4936 3.1836 -3.7849
H 0.3329 2.9775 -6.3961
H -0.8467 3.9517 -5.5746
H -1.0497 0.7215 -7.1813
H -1.6964 2.0498 -8.1634
H -3.1346 -0.3092 -7.7837
H -3.9765 1.1333 -7.8362
H -4.8483 -0.6880 -4.8310
H -4.5870 -1.4334 -6.4592
H -5.7214 -0.0693 -6.2287
C -1.2701 5.7365 1.9767
O -0.2681 4.6997 1.8436
C -0.8565 3.3686 1.9137
C 0.3373 2.3641 1.9718
N 1.1247 2.2868 0.6008
H 1.1905 3.1843 0.1422
H 2.0405 2.0184 0.9315
C 0.6218 1.2770 -0.4231
C 1.6038 1.0788 -1.4538
O 2.7208 0.6103 -0.7665
C 3.9534 0.3951 -1.5239
H -2.0198 5.7284 2.7679
H -1.8240 5.6450 1.0424
H -0.9397 6.7595 1.7967
H -1.5787 3.1919 1.1167
H -1.4353 3.3047 2.8351
H 0.0682 1.3549 2.2835
H 1.1208 2.6245 2.6835
H -0.3128 1.7669 -0.6961
H 0.3759 0.3492 0.0933
H 1.8896 2.0333 -1.8958
H 1.3405 0.4575 -2.3098
H 3.7948 -0.5217 -2.0917
H 4.8161 0.3310 -0.8608
H 4.0748 1.0360 -2.3972
C 5.6776 -4.9540 5.0107
C 5.0833 -3.8566 5.8089
N 4.7634 -2.5863 5.0129
C 4.0727 -1.4275 5.4030
C 4.0574 -0.5097 4.2908
N 4.6636 -1.1797 3.2152
C 5.0679 -2.3788 3.6790
C 4.8170 -0.7050 1.8226
H 4.9358 -5.5137 4.4410
H 6.1094 -5.6956 5.6828
H 6.3769 -4.4926 4.3134
H 5.6677 -3.4701 6.6439
H 4.0919 -4.1504 6.1536
H 3.6290 -1.3558 6.3850
H 3.6280 0.4711 4.1495
H 5.5393 -3.0837 3.0101
H 5.5555 0.0946 1.8820
H 3.8478 -0.3273 1.4968
H 5.0747 -1.4956 1.1179
C 0.9008 -1.8429 -4.3629
C -0.5218 -1.9442 -5.0125
N -1.5106 -2.4067 -4.1438
C -1.9845 -1.6504 -3.0782
C -2.9212 -2.4174 -2.4044
N -2.9810 -3.6760 -2.9768
C -1.9831 -3.6455 -3.9680
C -3.5940 -4.9252 -2.3657
H 1.3882 -0.9942 -4.8427
H 1.3962 -2.8029 -4.5079
H 1.0122 -1.7247 -3.2850
H -0.5019 -2.6050 -5.8791
H -0.8353 -0.9621 -5.3665
H -1.6971 -0.6144 -2.9756
H -3.4369 -2.1167 -1.5044
H -1.6464 -4.5354 -4.4790
H -4.0761 -4.7607 -1.4020
H -2.8532 -5.7243 -2.3922
H -4.3033 -5.3047 -3.1012
C 1.1686 5.7907 4.4854
C 2.4993 5.7644 3.7871
N 2.8158 6.8028 2.8878
C 2.6133 8.1585 3.1577
C 2.8748 8.8497 2.0109
N 3.2316 7.9640 1.0380
C 3.3136 6.6957 1.6075
C 3.4494 8.2362 -0.3824
H 0.4367 6.3725 3.9251
H 1.2062 6.3112 5.4423
H 0.8129 4.7829 4.7000
H 2.4380 4.8705 3.1664
H 3.3425 5.5708 4.4501
H 2.2801 8.4267 4.1494
H 2.8791 9.8953 1.7406
H 3.5385 5.7807 1.0798
H 4.1792 7.7541 -1.0328
H 3.6398 9.3065 -0.4615
H 2.5215 7.9353 -0.8689
C 2.3377 -3.5392 -1.6569
C 0.9841 -4.2466 -1.4426
C 1.2643 -5.7369 -1.2974
C 1.7208 -6.4363 -2.5382
N 1.9876 -7.9537 -2.2857
C 1.9967 -8.7757 -3.5586
C 1.8294 -10.1697 -3.2212
C 0.9355 -10.1796 -1.9712
C 0.8310 -8.7292 -1.5124
C 3.4111 -8.1720 -1.6104
H 2.7494 -3.7700 -2.6394
H 3.1017 -3.7765 -0.9165
H 2.2481 -2.4531 -1.6350
H 0.3463 -3.9911 -2.2888
H 0.5344 -3.9080 -0.5091
H 0.3785 -6.2251 -0.8909
H 2.0575 -5.8058 -0.5529
H 2.5909 -5.9712 -3.0016
H 0.9245 -6.4558 -3.2824
H 2.9249 -8.4648 -4.0381
H 1.1629 -8.3779 -4.1370
H 2.8583 -10.5230 -3.1541
H 1.4488 -10.8251 -4.0047
H 1.4845 -10.6015 -1.1294
H -0.0645 -10.5781 -2.1424
H 0.9361 -8.6147 -0.4335
H -0.1574 -8.3547 -1.7787
H 3.4610 -9.2426 -1.4123
H 3.2902 -7.6588 -0.6564
H 4.0441 -7.7074 -2.3665
C -4.6024 4.3247 6.0577
C -3.3607 4.1445 5.2644
C -2.8193 2.6303 5.4801
C -3.6024 1.5294 4.6536
N -3.2452 0.0266 4.8608
C -1.8992 -0.3529 4.1120
C -2.0508 -1.8386 4.0612
C -3.4998 -2.1146 3.7874
C -4.2299 -0.7667 4.0175
C -3.2349 -0.4105 6.3836
H -4.9176 5.3520 5.8751
H -4.5441 4.2193 7.1410
H -5.4329 3.8292 5.5549
H -2.6412 4.8206 5.7264
H -3.5496 4.3689 4.2146
H -2.8911 2.4279 6.5488
H -1.7571 2.5331 5.2559
H -3.4342 1.7329 3.5961
H -4.6628 1.5479 4.9055
H -1.0711 0.0303 4.7082
H -1.9134 0.1520 3.1461
H -1.6062 -2.2875 4.9495
H -1.4825 -2.3231 3.2672
H -3.8596 -2.8805 4.4745
H -3.5554 -2.3407 2.7225
H -5.2290 -0.7731 4.4533
H -4.2566 -0.3643 3.0049
H -3.0738 -1.4879 6.4220
H -4.1991 -0.0516 6.7435
H -2.4096 0.1466 6.8271
C 0.9121 -2.6109 1.8691
C 1.8410 -3.7765 2.2959
C 1.1720 -4.8515 3.2214
C 2.0638 -6.0796 3.3285
N 1.3531 -7.4222 3.4202
C 2.2137 -8.4965 4.1307
C 1.3169 -9.4850 4.7815
C 0.0391 -8.7095 5.0990
C 0.1464 -7.4405 4.3008
C 0.9859 -7.9210 1.9516
H 0.8403 -1.7584 2.5446
H -0.0771 -2.9562 1.5686
H 1.2146 -2.0665 0.9746
H 2.8183 -3.3675 2.5521
H 2.2110 -4.1483 1.3404
H 0.2214 -5.2316 2.8474
H 0.8661 -4.4847 4.2012
H 2.5521 -5.9840 4.2983
H 2.7934 -6.0834 2.5186
H 2.8661 -8.9712 3.3978
H 2.8728 -8.0596 4.8809
H 1.0850 -10.3529 4.1642
H 1.6402 -9.9035 5.7347
H -0.8500 -9.3146 4.9215
H 0.0837 -8.4040 6.1444
H -0.7433 -7.1852 3.7253
H 0.2132 -6.5802 4.9668
H 1.8649 -7.9146 1.3071
H 0.2030 -7.2064 1.6975
H 0.4903 -8.8854 2.0631
C -4.7127 7.8807 0.3651
C -5.0696 6.4828 0.8297
C -4.5718 5.3830 -0.1867
C -4.8068 3.8826 0.0940
N -6.0919 3.3283 -0.6345
C -6.2762 1.8235 -0.5379
C -5.9341 1.2756 -1.8619
C -6.4348 2.3486 -2.8257
C -5.9931 3.6004 -2.1142
C -7.3081 4.1554 -0.0112
H -4.9587 8.6238 1.1237
H -5.1814 8.1183 -0.5898
H -3.6441 7.8724 0.1500
H -6.1522 6.4251 0.9428
H -4.4986 6.3450 1.7480
H -3.5016 5.5019 -0.3556
H -4.9225 5.7154 -1.1637
H -4.9319 3.6210 1.1447
H -4.0370 3.2612 -0.3637
H -7.3408 1.6902 -0.3453
H -5.8330 1.2659 0.2872
H -6.3990 0.2939 -1.9520
H -4.8550 1.1563 -1.9587
H -7.5207 2.3090 -2.9115
H -5.9481 2.2358 -3.7945
H -6.6248 4.4344 -2.4198
H -4.9617 3.8387 -2.3739
H -7.1669 5.1985 -0.2942
H -7.2921 3.8972 1.0476
H -8.1474 3.8070 -0.6131
Br 4.3883 2.8872 2.1091
*
```

Highest occupied orbital energy (eV): -23.0
Molecular weight (u): 1385.1
LUMO level (Eh): -0.608
HOMO-LUMO gap (eV): 6.468

---

4.
# H6O2S2

A cluster of 3 separate species, H6O2S2 in total (wB97M-V/def2-TZVPD, OMol25).

```
! RIJCOSX wB97M-V def2-TZVPD def2/J DEFGRID3
* xyz 0 1
S -2.3419 -0.0768 1.8586
S -1.0078 -0.3311 0.2666
H -1.3487 0.1305 2.7073
H -1.6267 0.4721 -0.6118
H 3.2874 -2.1895 2.1964
H 2.4698 -0.8836 2.0989
O 2.4051 -1.8479 1.9524
H -0.7020 1.0298 -4.0220
H -0.9099 2.1230 -3.0427
O -0.2253 1.5736 -3.4038
*
```

SMILES: SS.O.O
Highest occupied orbital energy (eV): -8.8
Molecular weight (u): 102.2
LUMO level (Eh): 0.014
HOMO-LUMO gap (eV): 9.191

---

5.
# C2H12O3S

A cluster of 4 separate species, C2H12O3S in total in a non-equilibrium geometry (wB97M-V/def2-TZVPD, OMol25).

```
! RIJCOSX wB97M-V def2-TZVPD def2/J DEFGRID3
* xyz 1 2
C -0.8845 -0.0141 2.1112
S -1.0424 -0.7795 0.3995
C -1.8134 0.6968 -0.3152
H -0.1299 0.7538 1.9853
H -1.8714 0.1876 2.5006
H -0.4284 -0.7833 2.7202
H -2.8183 0.6507 0.1311
H -1.7795 0.5582 -1.4271
H -1.3651 1.6514 0.0334
H 1.7508 1.2871 0.7701
H 2.9137 1.4980 1.6490
O 2.0002 1.1864 1.7022
H 1.0993 -2.1731 -2.5533
H -0.4049 -1.9469 -2.3525
O 0.3840 -1.5453 -2.7312
H 1.8123 0.1221 -1.3498
H 0.8052 1.2599 -1.3359
O 1.7409 1.0751 -1.2137
*
```

Expectation value of S²: 0.753
Highest occupied orbital energy (spin up / spin down) (eV): -14.8 / -14.8
Molecular weight (u): 116.2
LUMO level (spin up / spin down) (Eh): -0.146 / -0.315
HOMO-LUMO gap (spin up / spin down) (eV): 10.824 / 6.212

---

6.
# C4H10N2O2

The molecule C4H10N2O2 in a non-equilibrium geometry (wB97M-V/def2-TZVPD, OMol25).

```
! RIJCOSX wB97M-V def2-TZVPD def2/J DEFGRID3
* xyz 0 1
C 0.3484 1.1460 1.0468
C 1.4542 -0.4842 -1.2963
C -2.0619 -0.4039 0.3225
N 0.3328 -0.7510 -0.4135
C -0.9148 0.1857 -0.4918
O 0.6314 -1.5454 0.7306
O 1.2671 2.0705 1.4014
N -0.3895 1.4290 0.0029
H 1.1174 -2.3688 0.5563
H 1.1718 2.8067 0.7739
H 0.1198 0.5126 1.9182
H -1.2305 0.2930 -1.5365
H 1.8296 -1.4291 -1.6974
H 2.2643 0.0309 -0.7714
H 1.1540 0.1427 -2.1400
H -2.9060 0.2940 0.3162
H -2.3807 -1.3643 -0.0948
H -1.8075 -0.5644 1.3730
*
```

SMILES: C[C@@H](/N=C/O)N(C)O
Highest occupied orbital energy (eV): -7.6
Molecular weight (u): 118.1
LUMO level (Eh): 0.028
HOMO-LUMO gap (eV): 8.375

---

7.
# C8H32N16O8

A cluster of 8 separate species, C8H32N16O8 in total in a non-equilibrium geometry (wB97M-V/def2-TZVPD, OMol25).

```
! RIJCOSX wB97M-V def2-TZVPD def2/J DEFGRID3
* xyz -1 2
C 3.0285 -4.3671 0.4982
O 4.0178 -5.1066 0.4023
N 1.8904 -4.6798 1.1186
N 2.7771 -3.2861 -0.2560
H 1.8128 -5.6272 1.4600
H 1.2060 -3.9558 1.2842
H 3.4534 -3.3020 -1.0059
H 1.9467 -2.7286 -0.1154
C -1.8962 3.3032 -1.9254
O -0.8824 2.8111 -2.3764
N -2.0970 3.8229 -0.7410
N -2.9631 3.5889 -2.5968
H -3.0066 4.1391 -0.4367
H -1.2835 3.8961 -0.1469
H -2.8367 3.2327 -3.5334
H -3.7684 4.0597 -2.2096
C -1.4646 -4.2436 2.2279
O -0.6081 -3.4443 2.2061
N -2.5638 -4.1958 1.5753
N -1.4390 -5.3342 2.9283
H -2.9182 -3.4201 1.0343
H -2.9395 -5.1333 1.5883
H -0.5686 -5.5891 3.3727
H -2.2538 -5.9164 3.0595
C 0.8136 4.1067 1.9481
O 0.0791 4.9256 2.5772
N 0.6232 2.8117 2.0141
N 1.6917 4.5020 0.9968
H -0.2082 2.5784 2.5380
H 1.1654 2.1086 1.5327
H 1.9227 5.4852 0.9905
H 2.0128 3.9726 0.1989
C -0.3120 -0.4185 -3.9708
O -0.7386 -0.0782 -5.0521
N 0.5050 0.2304 -3.3152
N -0.4997 -1.5916 -3.4153
H 0.8994 -0.0787 -2.4382
H 0.2187 1.1822 -3.4944
H -0.9855 -2.3316 -3.9015
H -0.0251 -1.6094 -2.5239
C -0.2068 -0.4685 0.0639
O 0.5730 -1.0202 -0.7117
N -0.4971 0.7986 -0.1081
N -0.6802 -0.8009 1.2012
H -0.2935 1.1509 -1.0325
H -1.1501 1.1966 0.5516
H -1.2524 -0.0912 1.6360
H -0.3182 -1.5454 1.7798
C 4.1727 -1.2493 -2.7447
O 3.5345 -2.2927 -2.9694
N 5.2914 -0.8820 -3.1813
N 3.8136 -0.4587 -1.7259
H 5.6909 -0.0029 -2.8851
H 5.8701 -1.6089 -3.5771
H 2.9394 -0.6229 -1.2474
H 4.3856 0.3081 -1.4022
C -2.8492 2.5655 3.0973
O -2.0147 1.7237 3.0359
N -2.6732 3.7631 3.4537
N -4.0149 2.2186 2.7194
H -3.5280 4.2649 3.6476
H -1.8307 4.2934 3.6240
H -4.1095 1.4518 2.0689
H -4.6581 2.9895 2.6091
*
```

Expectation value of S²: 0.750
Highest occupied orbital energy (spin up / spin down) (eV): 0.0 / -6.5
Molecular weight (u): 480.4
LUMO level (spin up / spin down) (Eh): 0.076 / 0.074
HOMO-LUMO gap (spin up / spin down) (eV): 2.041 / 8.513

---

8.
# C6H12NO3S

A cluster of 2 separate species, C6H12NO3S in total in a non-equilibrium geometry (wB97M-V/def2-TZVPD, OMol25).

```
! RIJCOSX wB97M-V def2-TZVPD def2/J DEFGRID3
* xyz 1 1
C 0.9247 0.1988 -0.9161
C -1.4564 1.1449 -1.4319
C -1.9921 1.8163 -0.1395
C -2.9137 0.9565 0.6743
C 2.8794 -1.6341 1.1517
C 2.8846 -0.4833 0.1941
N -0.3370 0.8150 -0.6703
O 1.0593 -0.3616 -1.9579
O -0.7115 1.5128 0.4193
O 1.5773 0.1759 0.2089
S -0.6771 -2.0558 0.3382
H -2.0494 0.3998 -2.0424
H -1.2095 1.8742 -2.2156
H -2.2513 2.8303 -0.0800
H -2.7507 1.1631 1.7371
H -2.7372 -0.0835 0.5987
H -4.0671 1.2089 0.5894
H 1.8325 -1.9965 1.2931
H 3.4471 -2.4909 0.7455
H 3.3364 -1.5698 2.0366
H 3.0225 -0.7392 -0.8237
H 3.5425 0.3263 0.5452
H -1.3532 -3.0082 -0.2550
*
```

Highest occupied orbital energy (spin up / spin down) (eV): -13.8 / -13.4
Molecular weight (u): 178.2
LUMO level (spin up / spin down) (Eh): -0.259 / -0.228
HOMO-LUMO gap (spin up / spin down) (eV): 6.795 / 7.204